Entry from the Open Molecules 2025 dataset: a cluster of 9 separate species, C33H66ClO19S5 in total at a distorted geometry (the ωB97M-V functional and the def2-TZVPD basis).

The geometry in XYZ format:
```
124
Properties=species:S:1:pos:R:3:forces:R:3
Cl 0.502301 -0.229310 0.883838 -0.424 1.726 0.240
O 1.276743 0.545143 1.837202 -0.004 -0.504 -0.031
O 0.962909 0.087300 -0.446410 0.323 -0.325 -0.427
O 0.612056 -1.631377 1.152523 0.226 -0.596 0.086
O -0.883301 0.183160 0.982812 -0.161 -0.246 0.059
O 4.124738 0.444985 9.978853 -1.065 -0.452 -0.677
S 3.100916 -0.042680 9.082965 0.311 -0.063 -0.317
O 1.688517 0.094565 9.359138 1.113 -0.197 0.033
O 3.403458 0.665674 7.656943 -0.606 -0.445 1.413
C 2.311125 0.837287 6.752405 -0.557 1.237 -2.040
C 2.985251 1.069671 5.408582 -0.274 -0.681 -0.597
C 3.507695 -1.754977 8.616723 -0.742 0.658 -0.056
H 1.697379 1.732182 6.904330 0.433 0.093 0.951
H 1.539884 0.068644 6.685244 0.678 -0.735 0.469
H 3.633485 0.223112 5.172847 0.292 0.214 0.094
H 3.525558 2.013294 5.387560 0.225 -0.114 0.146
H 2.282993 1.088555 4.569764 -0.266 0.105 0.258
H 4.571035 -1.755890 8.404437 0.014 -0.151 0.019
H 2.909254 -1.988139 7.735741 0.181 0.187 -0.165
H 3.199923 -2.485895 9.360507 0.238 0.328 0.399
O -3.796710 -0.679384 -3.842575 0.046 -0.340 -0.188
S -2.372481 -0.590209 -3.982147 1.469 1.427 0.827
O -1.521728 -1.741390 -4.054557 -0.643 -0.335 -0.273
O -2.032563 0.350835 -5.251847 -0.164 -0.145 0.525
C -2.712343 0.064744 -6.476066 0.380 -0.130 -0.820
C -1.802822 0.461595 -7.637688 -0.355 0.443 0.447
C -1.667505 0.502435 -2.710298 -1.175 -0.618 -1.442
H -3.620034 0.664999 -6.552578 -0.118 -0.158 0.304
H -2.959135 -0.996794 -6.533868 -0.071 0.023 0.084
H -2.325352 0.211636 -8.561162 0.209 -0.066 -0.111
H -0.808634 0.022160 -7.595982 -0.120 -0.298 0.009
H -1.670940 1.545419 -7.607872 0.036 -0.003 -0.090
H -2.209656 1.434979 -2.853225 0.146 0.137 0.319
H -0.616213 0.586015 -2.963898 0.102 -0.023 0.356
H -1.900243 0.016913 -1.766542 0.347 0.118 0.178
O -6.497649 0.833698 2.369899 0.552 -0.341 -0.635
S -5.401631 0.529819 1.480143 0.644 1.072 -0.250
O -5.047383 -0.842700 1.192397 -0.231 0.834 0.327
O -5.658067 1.294639 0.074223 0.011 -0.701 1.005
C -5.618930 0.512110 -1.150012 -0.422 0.615 0.034
C -6.225432 1.422066 -2.191938 0.244 -0.526 -1.060
C -3.961727 1.505327 2.029562 -0.675 -0.769 -0.359
H -6.248701 -0.368225 -1.031718 0.154 -0.073 0.056
H -4.596956 0.212245 -1.369953 -0.007 0.018 -0.008
H -6.295048 0.842668 -3.119897 -0.226 -0.080 0.102
H -5.616405 2.273620 -2.495614 0.099 0.131 0.579
H -7.224084 1.739673 -1.900576 0.030 0.071 0.050
H -4.228502 2.558242 2.054439 -0.299 -0.079 0.025
H -3.151142 1.359879 1.317939 0.054 -0.225 0.103
H -3.729473 1.119602 3.018754 0.192 0.087 -0.010
O -2.725829 3.450312 -0.979586 1.028 0.647 -0.148
S -1.650126 4.214613 -1.576999 0.399 -1.123 -0.350
O -1.567568 4.285614 -3.009297 -0.274 0.423 0.521
O -1.711048 5.718542 -1.025743 0.096 -0.714 -0.587
C -1.728236 5.900824 0.391194 -0.017 0.654 1.108
C -0.512895 6.747562 0.788725 -0.704 0.038 0.412
C -0.005111 3.649798 -1.022828 -0.721 1.070 0.287
H -1.819670 4.970969 0.955676 0.337 -0.247 -0.368
H -2.647780 6.432832 0.642183 0.009 0.091 -0.203
H 0.399208 6.349112 0.353789 0.064 0.198 -0.114
H -0.383183 6.810715 1.871983 -0.096 -0.440 0.025
H -0.714510 7.784757 0.520809 0.374 -0.060 -0.531
H 0.238990 2.677432 -1.438935 -0.325 -0.210 0.256
H -0.001598 3.710938 0.064052 0.044 -0.601 0.037
H 0.723577 4.382400 -1.369987 -0.195 0.045 -0.283
O -1.480517 -6.869269 1.553055 1.398 0.780 0.880
S -0.524952 -6.077404 2.310123 -0.039 0.051 -0.292
O -0.063967 -6.520044 3.613875 -0.362 0.298 -1.126
O 0.767692 -5.855090 1.340270 -1.481 -0.103 0.258
C 1.827470 -5.047535 1.845847 1.668 0.070 0.571
C 2.954450 -5.129307 0.816397 -0.786 -0.510 -0.148
C -1.133914 -4.391141 2.404651 0.301 -1.016 -0.691
H 2.117841 -5.463331 2.815514 0.137 -0.016 -0.095
H 1.623238 -3.985408 2.008212 -0.763 -0.137 -0.221
H 3.911502 -4.751159 1.167808 -0.088 0.076 0.187
H 2.643896 -4.581425 -0.070958 0.113 0.074 -0.007
H 3.046969 -6.175492 0.519796 0.285 0.011 0.022
H -1.350987 -4.146518 1.365769 -0.283 0.106 0.085
H -0.338179 -3.729600 2.729120 -0.227 0.038 0.465
H -2.027359 -4.456412 3.017056 0.055 0.393 0.135
C 2.274771 -3.416555 -4.562937 0.617 -0.048 0.330
C 3.445776 -4.173255 -4.512997 -0.731 -0.199 -0.157
C 4.193826 -4.261168 -3.349816 -0.081 0.002 -0.433
C 3.801238 -3.521457 -2.247194 0.098 0.237 0.275
C 2.669506 -2.709876 -2.291924 0.300 0.027 -0.364
C 1.887710 -2.680025 -3.442082 0.216 0.308 -0.436
H 1.754319 -3.389991 -5.510677 -0.337 0.162 0.156
H 3.704614 -4.747893 -5.394806 0.232 0.022 0.052
H 5.078935 -4.884108 -3.380439 0.060 0.063 0.364
H 4.390961 -3.521790 -1.338738 0.088 -0.078 -0.048
H 2.475227 -2.023332 -1.477051 -0.302 -0.183 0.116
H 1.054565 -1.992760 -3.513502 -0.175 -0.175 0.113
C -2.639726 -0.387740 6.457463 -0.490 0.181 0.433
C -3.905858 -0.725524 5.995242 -0.253 -0.651 -0.756
C -4.083375 -1.148119 4.675702 0.062 -0.024 0.359
C -2.985945 -1.279989 3.847093 0.159 0.616 -0.571
C -1.753803 -0.801520 4.269835 0.677 -0.810 0.441
C -1.557483 -0.408433 5.589508 -0.347 0.173 -0.360
H -2.548844 -0.078729 7.492165 0.258 -0.053 -0.005
H -4.802995 -0.818765 6.595579 0.275 0.538 0.476
H -5.085294 -1.353369 4.319387 0.060 -0.254 -0.034
H -3.084381 -1.647843 2.832712 -0.118 0.076 -0.004
H -0.879179 -0.859212 3.632483 -0.174 0.087 -0.244
H -0.561516 -0.117700 5.893976 -0.063 0.077 0.191
C 1.997765 2.055998 -6.664261 0.605 0.147 0.473
C 1.470628 1.956161 -5.236825 -0.066 0.104 -0.137
C 2.386146 1.172171 -4.300492 -0.555 0.244 0.466
C 3.547041 1.962766 -3.683099 -0.343 0.038 -0.123
C 4.127018 1.235907 -2.477920 0.603 0.395 0.140
C 5.294676 1.973137 -1.809564 0.361 -0.868 0.245
H 2.978876 2.539067 -6.604274 -0.112 0.243 -0.308
H 1.331059 2.626664 -7.308862 0.092 -0.005 -0.103
H 2.213371 1.078744 -7.101830 -0.354 -0.096 0.010
H 1.355339 2.955571 -4.802336 -0.034 0.086 -0.194
H 0.459056 1.539641 -5.236266 0.094 -0.203 -0.017
H 2.698151 0.236542 -4.770861 0.145 -0.032 0.117
H 1.754072 0.922203 -3.439875 0.116 -0.397 0.004
H 4.333945 2.218119 -4.399721 0.048 -0.230 -0.084
H 3.141698 2.932608 -3.369084 0.004 0.002 0.123
H 3.364467 1.049362 -1.718386 -0.168 -0.056 -0.156
H 4.516968 0.262292 -2.786795 -0.189 -0.081 -0.089
H 5.766010 1.268433 -1.115690 -0.037 0.102 0.109
H 6.088599 2.205122 -2.523307 -0.161 0.333 -0.082
H 5.030214 2.839447 -1.204485 -0.169 0.190 -0.314
```
Forces are in eV/Å.

The value obtained for the energy above the lowest of the compared OMol25 structures with the same formula, charge and spin is 0.0 kcal per mole. The calculation puts the HOMO-LUMO gap at 9.34 eV. The largest force on an atom is 0.0477 hartree/bohr. The LUMO energy is 0.07472 hartree. Its spin multiplicity is 1. The total energy is -5177.456704 Ha. Its total charge is -1.